# 1
Formula: C23H16Cl5N5O8W
Source: the Open Molecules 2025 dataset
Level of theory: ωB97M-V/def2-TZVPD

Values from the calculation:
Multiplicity = 3
HOMO level (alpha / beta) = -0.2916 / -0.2962 hartree
Gap between HOMO and LUMO (alpha / beta) = 6.49 / 6.89 eV
Relative energy (zero: lowest compared OMol25 entry of this formula, charge and spin) = 471.9 kJ/mol
<S²> = 2.02

Geometry (Å):
1 W 1.00207 0.20851 1.00671
2 N -0.76149 -0.02049 2.38782
3 C -1.43730 1.30516 2.42865
4 C -0.56491 2.43785 1.89005
5 O -0.71903 3.57453 2.25708
6 N 0.31903 2.03739 0.89472
7 C 1.30815 3.05362 0.47978
8 C 2.57254 2.38898 -0.04317
9 O 3.47046 3.03691 -0.51271
10 O 2.59316 1.07721 0.11249
11 H -1.44582 -0.75372 2.24022
12 H -0.29272 -0.15702 3.27915
13 H -1.74813 1.56916 3.43658
14 H -2.32269 1.24802 1.79697
15 H 1.57059 3.67490 1.33773
16 H 0.91046 3.71521 -0.28794
17 O 3.10148 -2.60089 0.09681
18 C -1.73957 -4.50773 2.24157
19 O -2.81499 -4.31958 2.50636
20 C 3.60937 -1.83920 0.95133
21 C 5.03422 -1.86478 1.15130
22 C 5.64046 -1.12110 2.10620
23 C 4.84199 -0.29424 2.91987
24 C 3.50978 -0.24788 2.66879
25 N 2.84195 -0.97251 1.71533
26 C 2.66220 0.68574 3.47128
27 O 3.00303 1.17401 4.51924
28 O 1.49706 0.89686 2.89622
29 H 1.40184 -3.78495 -0.38309
30 H 5.58113 -2.51454 0.48316
31 H 6.71524 -1.15026 2.23333
32 H 5.23684 0.31832 3.71572
33 Cl -0.04223 1.97563 -2.13949
34 C 0.04001 0.25046 -2.22478
35 C 0.39776 -0.49924 -1.08933
36 C 0.42198 -1.84134 -1.37629
37 Cl 0.58493 -2.88036 0.07637
38 C 0.24060 -2.49332 -2.58530
39 Cl 0.38161 -4.20139 -2.72692
40 C -0.09237 -1.70020 -3.66833
41 Cl -0.36075 -2.40870 -5.20422
42 C -0.22257 -0.31976 -3.47156
43 Cl -0.69725 0.65252 -4.80241
44 N -3.56208 3.04523 -2.42444
45 C -4.43980 2.01126 -2.41213
46 O -5.57994 2.09189 -2.82113
47 C -3.91241 0.72477 -1.84335
48 C -4.39309 -0.47595 -2.34605
49 C -3.90335 -1.66036 -1.82511
50 C -2.96485 -1.59374 -0.80628
51 N -2.51181 -0.44962 -0.29645
52 C -2.98808 0.68377 -0.80837
53 H -3.86950 3.91318 -2.82979
54 H -2.57795 2.90011 -2.27535
55 H -5.13744 -0.45815 -3.13131
56 H -4.23847 -2.61893 -2.19661
57 H -2.55180 -2.50522 -0.38347
58 H -2.59755 1.60400 -0.38542

Atomic forces in eV per Å
W 1.394 -0.012 -0.144
N -0.149 -0.018 -0.274
C 0.003 0.026 -0.010
C -0.298 -0.116 -0.119
O -0.022 0.013 -0.033
N 0.331 0.173 0.312
C -0.335 0.015 0.089
C 0.014 0.043 0.050
O -0.029 -0.016 -0.094
O -0.175 0.217 -0.247
H -0.076 0.085 -0.081
H -0.016 -0.084 -0.005
H 0.016 -0.008 0.007
H -0.013 0.009 0.021
H -0.015 -0.019 0.020
H -0.030 0.031 0.038
O -0.149 0.165 -0.210
C 0.004 0.027 -0.018
O -0.004 -0.013 0.014
C 0.030 0.033 0.000
C 0.006 -0.054 0.074
C -0.031 -0.005 -0.051
C -0.017 -0.048 0.035
C -0.077 -0.052 0.241
N 0.086 0.098 -0.279
C -0.075 -0.023 -0.067
O 0.017 0.004 -0.005
O 0.096 -0.052 0.153
H 0.477 0.173 0.180
H 0.010 -0.007 0.013
H -0.002 -0.008 0.005
H 0.003 0.012 -0.010
Cl 0.003 0.002 0.003
C 0.229 0.015 -0.047
C 0.037 -0.174 0.158
C 0.048 0.072 0.092
Cl -1.040 -0.367 0.063
C -0.167 -0.124 0.062
Cl 0.009 0.039 0.002
C -0.016 0.066 -0.015
Cl 0.003 -0.009 0.002
C 0.000 -0.036 0.025
Cl -0.011 0.006 -0.005
N -0.021 0.008 0.068
C 0.020 0.005 -0.032
O 0.003 -0.007 -0.017
C 0.007 0.006 0.008
C -0.012 0.001 -0.005
C 0.026 -0.013 -0.015
C 0.023 0.055 -0.065
N -0.162 -0.085 0.273
C 0.115 -0.032 -0.157
H 0.004 -0.005 -0.015
H 0.004 -0.002 -0.027
H 0.000 0.001 0.000
H -0.003 -0.001 0.004
H -0.038 -0.011 0.010
H -0.033 0.000 0.024

=====

# 2
Formula: C23H16F3FeO3
Source: the Open Molecules 2025 dataset
Level of theory: ωB97M-V/def2-TZVPD

Values from the calculation:
Charge = -1
Multiplicity = 5
HOMO level (alpha / beta) = -0.0049 / -0.2018 hartree
Gap between HOMO and LUMO (alpha / beta) = 2.69 / 5.13 eV
<S²> = 6.07

Geometry (Å):
1 F 3.09135 -3.16105 3.46029
2 C 2.20793 -2.10475 3.41009
3 C 1.34134 -1.92111 4.48251
4 C 0.50792 -0.80646 4.41594
5 F -0.40589 -0.59880 5.42747
6 C 0.50553 0.06480 3.33259
7 C 1.32123 -0.21752 2.22496
8 C 1.02676 0.57130 0.93895
9 C 2.19033 1.30148 0.26261
10 C 1.98642 2.63345 -0.13180
11 C 2.86929 3.25952 -1.00818
12 C 3.95934 2.55112 -1.53083
13 C 4.19033 1.27016 -1.04727
14 F 5.27610 0.56829 -1.52412
15 C 3.34482 0.62691 -0.14035
16 C 2.21138 -1.29438 2.27062
17 H 1.31417 -2.61253 5.31851
18 H -0.18223 0.91454 3.30654
19 H 0.32021 1.34906 1.26597
20 H 1.09154 3.15705 0.21888
21 H 2.68126 4.29214 -1.31475
22 H 4.61708 2.97431 -2.28722
23 H 3.56535 -0.38806 0.17078
24 H 2.85953 -1.55270 1.43678
25 O -6.37092 -0.59293 -1.77267
26 C -5.24875 -0.68562 -2.07331
27 Fe -3.68645 -0.55117 -2.85364
28 C -4.25690 -1.30683 -4.40093
29 O -4.81399 -1.58444 -5.38062
30 C -3.96123 1.08267 -3.43254
31 O -4.40872 2.01532 -3.96901
32 C -1.51273 -2.04738 -0.38642
33 C -0.73279 -1.20663 0.56788
34 C 0.31310 -0.29245 -0.08709
35 C -0.27954 0.57812 -1.16823
36 C -1.57959 0.77498 -1.50318
37 C -2.75541 -0.07478 -1.22079
38 C -2.57143 -1.53694 -1.07570
39 H -1.31017 -3.12087 -0.34594
40 H -1.39636 -0.58101 1.19580
41 H -0.20463 -1.89885 1.24390
42 H 1.08646 -0.93550 -0.55586
43 H 0.46733 1.21443 -1.66212
44 H -1.79472 1.69912 -2.06916
45 H -3.51461 0.40844 -0.58356
46 H -3.35905 -2.23443 -1.42577

Atomic forces in eV per Å
F -0.674 0.637 -0.004
C 0.154 0.080 -0.249
C 0.356 -0.232 -0.022
C -0.459 0.652 -0.404
F 0.654 -0.156 -0.444
C -0.073 -0.508 0.545
C -0.369 0.869 -0.668
C 1.110 1.098 0.853
C -1.764 0.521 1.309
C 0.420 0.127 -0.253
C -1.304 0.575 0.523
C 1.261 -0.775 -0.282
C -0.308 -0.015 0.012
F -0.424 0.354 0.217
C 1.455 -0.700 -0.950
C 0.322 -0.792 0.456
H 0.059 0.165 -0.118
H 0.188 -0.371 0.080
H 0.058 -0.100 -0.197
H 0.281 -0.090 -0.106
H 0.077 -0.340 0.064
H -0.077 -0.102 0.214
H 0.097 0.240 -0.198
H -0.224 -0.013 0.298
O 1.968 -0.359 -0.009
C -4.191 0.273 0.017
Fe -0.795 -0.571 -1.721
C 0.134 -0.697 -1.429
O 0.534 0.330 1.269
C -2.015 2.740 -2.558
O 1.156 -1.187 1.163
C -0.831 0.047 -0.187
C 0.576 -0.123 0.161
C -0.985 -1.136 -1.195
C 1.107 -0.062 0.032
C -1.258 -0.481 0.327
C 3.806 0.082 3.084
C 0.765 -0.485 1.137
H -0.299 0.239 -0.200
H 0.080 -0.254 -0.304
H -0.194 0.392 -0.098
H -0.151 0.214 0.039
H -0.356 -0.071 0.277
H 0.019 -0.369 0.383
H -0.391 0.049 -1.070
H 0.504 0.306 0.200

=====

# 3
Formula: C23H16F4NO4
Source: the Open Molecules 2025 dataset
Level of theory: ωB97M-V/def2-TZVPD

Values from the calculation:
Charge = -1
HOMO level = -0.0907 hartree
Gap between HOMO and LUMO = 3.24 eV
Relative energy (zero: lowest compared OMol25 entry of this formula, charge and spin) = 14.2 kJ/mol

Geometry (Å):
1 F -2.10618 1.30303 3.36748
2 C -0.94542 0.63654 3.31842
3 C -0.93002 -0.67068 3.00060
4 F -2.07394 -1.31339 2.73267
5 C 0.32607 -1.40482 2.92576
6 O 0.33549 -2.58400 2.66096
7 C 1.56704 -0.69152 3.19692
8 F 2.72516 -1.36539 3.16496
9 C 1.55321 0.61553 3.51453
10 F 2.69923 1.25253 3.79266
11 C 0.29549 1.34828 3.60038
12 O 0.27850 2.51396 3.91862
13 C -3.00283 -1.14551 -0.97928
14 C -1.82331 -0.53893 -0.25056
15 O -1.21802 0.49134 -1.00068
16 C -0.21227 1.10081 -0.29129
17 C 0.28408 2.33467 -0.87127
18 N 1.05414 3.17737 -0.22923
19 C 0.89071 4.53619 -0.28171
20 C 2.04571 5.39449 -0.11526
21 C 1.94259 6.73278 0.29842
22 C 3.06504 7.49411 0.52562
23 C 4.32527 6.95792 0.34388
24 C 4.45104 5.64825 -0.07521
25 C 3.33438 4.87594 -0.29856
26 C -0.47006 5.04800 -0.34995
27 C -0.80527 6.27080 -0.95272
28 C -2.11052 6.70514 -0.97511
29 C -3.11719 5.93099 -0.42367
30 C -2.81563 4.70886 0.14521
31 C -1.51450 4.27368 0.18097
32 O 0.18224 0.71136 0.79765
33 H -3.56912 -1.82643 -0.34248
34 H -3.67695 -0.36096 -1.32340
35 H -2.67897 -1.69746 -1.86168
36 H -2.13953 -0.10052 0.70600
37 H -1.05389 -1.28997 -0.02680
38 H -0.19011 2.67401 -1.77619
39 H 0.97116 7.15357 0.48860
40 H 2.96407 8.51275 0.85984
41 H 5.20262 7.55317 0.54219
42 H 5.43179 5.22751 -0.21607
43 H 3.43619 3.85303 -0.61684
44 H -0.03463 6.85015 -1.43256
45 H -2.35191 7.65550 -1.42319
46 H -4.13793 6.27875 -0.44411
47 H -3.60354 4.09426 0.55175
48 H -1.28079 3.33397 0.65107

Atomic forces in eV per Å
F 0.798 -0.072 0.031
C -1.021 -1.616 -0.394
C -0.829 1.547 0.570
F 0.607 -0.094 0.144
C -0.084 -1.074 -0.431
O 0.011 -0.547 -0.108
C 0.944 1.494 0.539
F -0.743 0.052 -0.121
C 1.204 -1.418 -0.211
F -0.934 -0.127 -0.147
C -0.048 1.584 0.113
O -0.004 0.201 0.151
C 0.108 0.263 -0.417
C -0.076 -0.462 0.763
O 0.296 0.223 -0.109
C 1.713 2.070 -0.935
C -1.761 -0.831 -0.740
N 1.855 1.724 1.120
C 0.036 -2.476 -0.427
C -0.059 -0.122 0.573
C -0.102 -0.204 0.005
C 0.018 0.105 -0.016
C 0.347 0.216 0.052
C 0.081 -0.003 0.101
C -0.154 -0.131 -0.154
C -0.481 0.237 -0.900
C 0.235 -0.522 0.165
C -0.405 0.104 0.124
C -0.309 0.429 -0.224
C 0.015 -0.087 0.039
C 0.098 0.311 0.300
O -0.306 -1.035 0.791
H 0.158 0.046 0.116
H -0.061 0.052 0.051
H 0.043 -0.039 -0.030
H -0.068 -0.247 -0.223
H -0.289 -0.046 0.077
H -0.741 0.172 -0.243
H -0.136 0.093 0.066
H -0.067 0.242 0.101
H 0.150 0.118 -0.023
H 0.233 -0.144 -0.045
H -0.049 -0.202 -0.066
H 0.122 0.125 -0.052
H -0.062 0.177 -0.137
H -0.177 0.076 -0.032
H -0.096 -0.091 0.139
H -0.010 -0.067 0.054

=====

no.,energy (eV)
1,-112378.229
2,-72787.094
3,-44658.895